Entry 1:
C34H50N5O14P2STl | ωB97M-V/def2-TZVPD

```
107
C34H50N5O14P2STl (ωB97M-V/def2-TZVPD)
Tl -0.65 -0.97 0.87
O -3.29 3.99 4.32
C -2.74 3.22 3.32
C -3.53 2.53 2.42
C -2.91 1.71 1.48
N -1.58 1.59 1.43
C -0.83 2.30 2.27
C -1.36 3.14 3.24
C 0.68 2.16 2.14
O 1.39 2.63 3.03
O 1.14 1.54 1.10
C -3.75 0.90 0.48
O -4.85 1.43 0.18
O -3.26 -0.19 0.12
H -4.24 3.87 4.29
H -4.61 2.60 2.42
H -0.71 3.68 3.91
C 2.30 -2.25 -3.55
C 2.16 -0.75 -3.44
C 2.21 -0.05 -4.77
O 3.28 -0.23 -2.66
P 3.08 -0.03 -1.09
O 2.25 -1.05 -0.45
C 2.61 1.70 -0.92
P 0.78 1.95 -0.94
O -0.17 0.83 -1.10
O 0.23 3.35 -0.37
C 0.85 4.62 -0.57
C -0.26 5.65 -0.58
C 1.86 4.90 0.53
O 0.93 2.51 -2.53
C -0.28 2.88 -3.21
C -0.96 1.71 -3.90
C 0.09 3.98 -4.20
O 4.58 -0.09 -0.55
C 5.82 0.28 -1.17
C 5.76 1.63 -1.86
C 6.29 -0.83 -2.10
H 1.46 -2.67 -4.11
H 2.31 -2.70 -2.55
H 3.24 -2.51 -4.06
H 1.22 -0.51 -2.92
H 3.18 -0.23 -5.24
H 2.08 1.03 -4.64
H 1.43 -0.42 -5.43
H 3.03 2.24 -1.76
H 3.01 2.04 0.03
H 1.35 4.62 -1.54
H -0.78 5.62 0.39
H -0.99 5.42 -1.36
H 0.14 6.65 -0.74
H 1.39 4.85 1.51
H 2.30 5.89 0.38
H 2.67 4.16 0.53
H -0.99 3.29 -2.48
H -0.31 1.30 -4.68
H -1.89 2.05 -4.36
H -1.19 0.94 -3.17
H 0.83 3.60 -4.91
H 0.51 4.85 -3.69
H -0.80 4.30 -4.75
H 6.51 0.34 -0.33
H 5.09 1.59 -2.72
H 6.76 1.89 -2.22
H 5.42 2.40 -1.18
H 5.60 -0.93 -2.94
H 6.33 -1.78 -1.57
H 7.29 -0.59 -2.48
N -6.47 -0.37 0.42
C -5.78 -1.27 1.26
C -4.90 -0.78 2.22
C -4.11 -1.65 2.95
C -4.22 -3.02 2.76
C -5.19 -3.53 1.91
C -5.97 -2.65 1.17
S -2.93 -4.03 3.42
O -2.46 -3.33 4.59
O -3.42 -5.38 3.61
N -1.79 -3.87 2.33
C -1.87 -4.36 1.09
N -0.79 -4.03 0.34
C -0.72 -4.49 -0.89
C -1.70 -5.29 -1.46
C -2.80 -5.52 -0.64
N -2.91 -5.08 0.60
H -5.86 0.38 0.13
H -6.83 -0.83 -0.40
H -4.79 0.29 2.33
H -3.37 -1.28 3.64
H -5.30 -4.60 1.81
H -6.70 -3.04 0.46
H 0.17 -4.20 -1.46
H -1.64 -5.66 -2.47
H -3.66 -6.09 -1.02
C 2.18 -4.00 3.41
C 1.70 -3.28 4.68
C 0.87 -2.14 4.13
O 1.56 -1.75 2.94
C 1.97 -2.95 2.29
H 1.57 -4.88 3.21
H 3.22 -4.31 3.48
H 2.55 -2.88 5.24
H 1.12 -3.94 5.34
H 0.81 -1.27 4.78
H -0.15 -2.49 3.89
H 2.87 -2.71 1.72
H 1.19 -3.29 1.60
```

Calculated values
total charge = -2

Entry 2:
C44H123N9O13 | ωB97M-V/def2-TZVPD

```
189
C44H123N9O13 (ωB97M-V/def2-TZVPD)
C 17.83 -0.13 1.69
C 16.70 -1.20 1.99
C 16.98 -2.54 1.32
O 16.84 -2.37 -0.06
C 17.17 -3.58 -0.81
N 16.65 -1.26 3.47
H 17.54 0.88 1.98
H 17.98 -0.03 0.62
H 18.77 -0.55 2.04
H 15.73 -0.83 1.66
H 16.25 -3.31 1.59
H 17.99 -2.88 1.55
H 16.70 -4.42 -0.31
H 18.26 -3.65 -0.82
H 16.81 -3.46 -1.83
H 16.58 -0.33 3.85
H 15.81 -1.71 3.80
C 12.87 -2.03 -2.40
C 12.50 -3.43 -1.86
C 13.70 -4.08 -1.11
O 13.16 -5.33 -0.64
C 14.22 -6.03 0.06
N 11.46 -3.26 -0.92
H 13.64 -2.12 -3.16
H 13.28 -1.43 -1.59
H 12.00 -1.50 -2.80
H 12.13 -4.20 -2.54
H 13.98 -3.43 -0.28
H 14.48 -4.31 -1.83
H 13.80 -6.89 0.57
H 14.66 -5.39 0.81
H 14.91 -6.39 -0.71
H 11.78 -2.66 -0.17
H 11.24 -4.18 -0.57
C 12.05 -3.70 3.15
C 13.18 -2.70 2.87
C 12.62 -1.35 2.35
O 12.06 -1.55 1.10
C 11.51 -0.30 0.68
N 14.01 -2.38 4.06
H 12.44 -4.67 3.44
H 11.38 -3.82 2.30
H 11.30 -3.42 3.90
H 13.78 -3.18 2.10
H 13.41 -0.61 2.28
H 11.85 -1.04 3.06
H 10.59 -0.01 1.18
H 11.21 -0.43 -0.36
H 12.20 0.54 0.76
H 13.42 -1.75 4.59
H 14.20 -3.25 4.54
C 16.99 -4.81 -9.01
C 16.51 -3.47 -8.37
C 16.61 -3.49 -6.81
O 15.74 -4.39 -6.19
C 15.37 -4.09 -4.85
N 17.31 -2.44 -8.94
H 17.98 -5.10 -8.64
H 17.01 -4.79 -10.10
H 16.33 -5.65 -8.76
H 15.46 -3.31 -8.62
H 16.41 -2.49 -6.41
H 17.61 -3.71 -6.46
H 16.20 -3.89 -4.18
H 14.71 -4.84 -4.42
H 14.69 -3.24 -4.90
H 17.15 -1.54 -8.52
H 18.29 -2.60 -8.73
C 9.18 -12.12 0.33
C 8.71 -10.88 1.15
C 9.39 -9.53 0.74
O 10.71 -9.50 1.25
C 11.48 -8.32 0.87
N 7.28 -10.86 1.12
H 8.79 -13.06 0.70
H 10.27 -12.04 0.30
H 8.82 -12.04 -0.69
H 8.98 -11.05 2.19
H 8.85 -8.66 1.11
H 9.48 -9.42 -0.34
H 11.37 -7.54 1.62
H 11.25 -7.86 -0.09
H 12.51 -8.63 1.06
H 7.00 -10.17 1.80
H 6.91 -11.70 1.54
C 8.76 -5.75 1.21
C 7.31 -5.88 0.82
C 6.37 -6.40 1.91
O 6.68 -7.73 2.40
C 5.82 -8.36 3.37
N 6.95 -4.55 0.35
H 9.11 -6.59 1.82
H 8.83 -4.93 1.92
H 9.42 -5.51 0.38
H 7.10 -6.53 -0.03
H 5.35 -6.51 1.52
H 6.32 -5.65 2.70
H 6.04 -9.43 3.42
H 4.76 -8.22 3.17
H 5.95 -7.94 4.37
H 7.00 -3.84 1.07
H 7.52 -4.20 -0.41
C 17.30 -6.92 -3.66
C 18.23 -7.53 -2.59
C 19.47 -6.73 -2.16
O 20.30 -6.42 -3.27
C 21.70 -6.48 -3.07
N 17.35 -7.72 -1.44
H 16.64 -6.12 -3.36
H 16.72 -7.70 -4.15
H 17.86 -6.43 -4.46
H 18.56 -8.48 -2.99
H 19.96 -7.34 -1.39
H 19.36 -5.77 -1.66
H 22.11 -7.48 -2.95
H 22.02 -5.98 -2.15
H 22.21 -5.97 -3.89
H 17.74 -8.52 -0.96
H 16.52 -8.12 -1.84
C 13.68 0.49 -5.36
C 14.65 1.58 -4.82
C 15.69 1.02 -3.78
O 15.01 0.69 -2.55
C 15.81 -0.05 -1.69
N 15.33 2.23 -5.96
H 14.25 -0.28 -5.88
H 12.99 0.91 -6.08
H 13.06 0.12 -4.54
H 14.09 2.33 -4.26
H 16.38 1.83 -3.55
H 16.30 0.23 -4.22
H 16.25 -0.96 -2.08
H 15.19 -0.33 -0.84
H 16.58 0.60 -1.27
H 15.72 3.11 -5.64
H 14.63 2.61 -6.58
C 12.25 -4.37 6.92
C 12.15 -5.77 6.27
C 13.47 -6.38 5.79
O 14.11 -5.55 4.80
C 15.14 -6.19 4.12
N 11.52 -6.62 7.27
H 11.26 -3.93 7.01
H 12.87 -3.68 6.34
H 12.70 -4.44 7.92
H 11.48 -5.55 5.44
H 13.12 -7.33 5.39
H 14.11 -6.52 6.66
H 15.99 -6.34 4.79
H 15.43 -5.53 3.30
H 14.81 -7.12 3.65
H 11.28 -7.42 6.69
H 12.19 -6.91 7.97
C 6.76 -1.40 -1.23
C 8.31 -1.42 -1.35
O 8.75 -2.79 -1.18
H 6.41 -0.43 -1.59
H 6.50 -1.67 -0.21
H 6.28 -2.12 -1.89
H 8.77 -0.74 -0.63
H 8.56 -1.02 -2.33
H 9.70 -2.86 -1.22
C 9.51 -5.91 -3.18
C 9.97 -7.33 -2.96
O 10.00 -8.11 -4.18
H 8.57 -5.93 -3.73
H 10.18 -5.33 -3.82
H 9.32 -5.30 -2.30
H 9.26 -7.68 -2.22
H 10.96 -7.41 -2.50
H 10.37 -7.54 -4.86
C 16.16 -8.88 1.86
C 17.26 -7.85 2.14
O 16.99 -6.72 1.29
H 15.19 -8.67 2.30
H 16.54 -9.83 2.26
H 15.98 -9.06 0.80
H 18.30 -8.13 2.00
H 17.21 -7.51 3.17
H 17.08 -7.07 0.40
C 12.74 -9.37 -2.66
C 14.16 -8.83 -2.91
O 15.10 -9.38 -2.07
H 12.41 -8.93 -1.72
H 12.66 -10.45 -2.48
H 12.09 -9.11 -3.49
H 14.16 -7.74 -2.87
H 14.47 -9.09 -3.93
H 15.10 -10.33 -2.17
```

Calculated values
⟨S²⟩ = 0.750
total charge = -1
spin multiplicity = 2

The records above yield calculated total energy values of -106300.07134 -87642.97831 eV, respectively.